# C3H9NO2P

A cluster of 2 separate species, C3H9NO2P in total in a non-equilibrium geometry (wB97M-V/def2-TZVPD, OMol25).

Geometry (Å):
1 C -2.135 0.866 0.094
2 C 2.699 -0.696 -0.187
3 C -0.782 1.338 -0.421
4 N 1.470 -0.134 -0.676
5 O 0.581 0.347 1.828
6 O -1.782 -2.400 0.018
7 P 0.344 0.098 0.379
8 H -2.911 1.589 -0.086
9 H -2.376 -0.177 0.046
10 H -2.102 0.951 1.237
11 H 2.769 -1.674 -0.771
12 H 2.878 -0.850 0.930
13 H 3.542 0.013 -0.518
14 H -0.462 2.287 -0.068
15 H -0.624 1.409 -1.501
16 H -1.111 -2.967 -0.306

Calculated values
* relative energy (zero: lowest compared OMol25 entry of this formula, charge and spin): 3.7744 eV
* E_HOMO (alpha / beta): -3.4 / -3.4 eV
* gap between HOMO and LUMO (alpha / beta): 6.777 / 6.778 eV
* LUMO (alpha / beta): 3.404 / 3.404 eV
* total charge: -1
* F_max: 3.4 eV Å⁻¹

# C3H9NO2P

The ion C3H9NO2P with charge -1 in a non-equilibrium geometry (wB97M-V/def2-TZVPD, OMol25).

Geometry (Å):
1 C -0.225 2.510 -0.055
2 C -0.186 -2.400 0.892
3 C 0.549 1.216 0.071
4 N 0.677 -1.638 -0.124
5 O 0.459 -0.190 -2.250
6 O -1.637 -0.164 -0.668
7 P -0.142 -0.265 -0.895
8 H -0.449 2.613 -1.091
9 H -1.080 2.455 0.569
10 H 0.518 3.254 0.321
11 H -0.612 -1.545 1.320
12 H -0.927 -3.022 0.312
13 H 0.389 -3.070 1.523
14 H 0.304 0.942 1.108
15 H 1.591 1.590 -0.085
16 H 0.770 -2.287 -0.948

Calculated values
* relative energy (zero: lowest compared OMol25 entry of this formula, charge and spin): 0.0000 eV
* E_HOMO: -4.6 eV
* gap between HOMO and LUMO: 8.783 eV
* LUMO: 4.158 eV
* total charge: -1
* F_max: 3.3 eV Å⁻¹